1.
{"formula": "C10H13ClSi", "method": "the ωB97M-V functional and the def2-TZVPD basis", "homo_energy_ev": -7.974, "homo_lumo_gap_ha": 0.3130, "lumo_ev": 0.5, "total_energy_ev": -30978.37373, "relative_energy_kj_mol": 420.2, "species": ["C", "C", "C", "C", "C", "C", "C", "C", "C", "C", "Si", "Cl", "H", "H", "H", "H", "H", "H", "H", "H", "H", "H", "H", "H", "H"], "positions_angstrom": [[-3.2773, 0.3780, -0.7745], [-2.3688, 1.2959, -1.3836], [-2.8433, -0.6777, -0.0142], [-0.9440, 1.1338, -1.1034], [-1.4169, -0.9197, 0.0867], [-0.5690, 0.0093, -0.4861], [2.3961, 2.3413, -1.0533], [2.1093, 1.6502, 0.0514], [-1.0139, -2.1637, 0.7148], [2.1179, -1.1404, 1.7958], [2.0881, -0.2010, 0.1325], [3.3465, -1.0701, -1.2150], [-4.2509, 0.4770, -1.1667], [-2.6842, 2.2111, -1.7719], [-3.4062, -1.2619, 0.6716], [-0.1220, 1.7076, -1.4347], [2.1187, 3.3879, -1.0843], [2.7155, 1.9331, -2.0363], [1.8509, 2.2073, 0.9235], [-1.8849, -2.8775, 0.6542], [-0.0875, -2.6147, 0.2543], [-0.5718, -1.8397, 1.7214], [1.5318, -0.9138, 2.5697], [2.0711, -2.2193, 1.6350], [3.0949, -0.8331, 2.3131]]}

***

2.
{"formula": "C5H7NO2", "method": "the ωB97M-V functional and the def2-TZVPD basis", "homo_energy_ev": -8.268, "homo_lumo_gap_ha": 0.3238, "smiles": "Cc1c(O)coc1N", "lumo_ev": 0.5, "total_energy_ev": -10880.80925, "relative_energy_kj_mol": 270.9, "species": ["C", "C", "C", "O", "C", "O", "C", "N", "H", "H", "H", "H", "H", "H", "H"], "positions_angstrom": [[0.5536, -0.8748, -1.4340], [0.4346, -0.1201, -0.0963], [0.5505, -0.5393, 1.2859], [1.5339, -1.4246, 1.7370], [-0.1724, 0.2992, 2.0178], [-0.8615, 1.2517, 1.2953], [-0.5123, 0.9488, -0.0633], [-1.2129, 1.5795, -1.0781], [0.5040, -1.9990, -1.2831], [1.5154, -0.7163, -1.8023], [-0.2512, -0.4715, -2.1843], [1.5238, -2.3885, 1.0817], [-0.2365, 0.4076, 3.1487], [-2.2340, 1.4024, -1.3132], [-1.1351, 2.6450, -1.3118]]}

***

3.
{"formula": "C3H6FNO", "method": "the ωB97M-V functional and the def2-TZVPD basis", "homo_energy_ev": -10.182, "homo_lumo_gap_ha": 0.3896, "smiles": "C[C@@H](F)NC=O", "lumo_ev": 0.4, "total_energy_ev": -9462.19347, "relative_energy_kj_mol": 154.6, "species": ["C", "C", "F", "N", "C", "O", "H", "H", "H", "H", "H", "H"], "positions_angstrom": [[1.6590, -0.0478, -0.4741], [0.1424, -0.5553, -0.3431], [0.1798, -1.8877, 0.0629], [-0.6264, 0.2432, 0.5634], [-1.8436, 0.6434, 0.3954], [-2.5089, 0.4110, -0.6207], [1.8664, 0.0662, 0.6289], [2.2163, -0.8331, -0.9498], [1.5817, 0.8410, -1.0354], [-0.2582, -0.6088, -1.2900], [-0.2779, 0.5323, 1.7248], [-2.1307, 1.1956, 1.3378]]}

***

4.
{"formula": "C3H3FN2", "method": "the ωB97M-V functional and the def2-TZVPD basis", "homo_energy_ev": -9.759, "homo_lumo_gap_ha": 0.3933, "smiles": "Fc1cc[nH]n1", "lumo_ev": 0.9, "total_energy_ev": -8856.40928, "relative_energy_kj_mol": 64.6, "species": ["F", "C", "C", "C", "N", "N", "H", "H", "H"], "positions_angstrom": [[-0.9817, -2.2587, -0.2169], [-0.4207, -1.0549, -0.2059], [0.2066, -0.4552, 0.9151], [0.3700, 0.8333, 0.4283], [0.0902, 0.8283, -0.8760], [-0.5262, -0.3294, -1.2672], [0.3754, -0.8338, 1.8893], [0.8499, 1.7003, 0.8276], [0.0363, 1.5700, -1.4941]]}

***

5.
{"formula": "C17H10BrCaF6N5SSb", "method": "the ωB97M-V functional and the def2-TZVPD basis", "homo_energy_ev": [-14.210, -14.210], "homo_lumo_gap_ha": [0.2495, 0.1037], "lumo_ev": [-7.4, -11.4], "multiplicity": 2, "charge": 2, "total_energy_ev": -147392.38437, "s2": 0.7705, "relative_energy_kj_mol": 0.0, "species": ["Ca", "S", "N", "C", "C", "C", "C", "C", "N", "C", "C", "N", "C", "C", "C", "C", "C", "N", "H", "H", "H", "H", "H", "H", "Br", "C", "C", "C", "C", "N", "C", "H", "H", "H", "H", "F", "Sb", "F", "F", "F", "F", "F"], "positions_angstrom": [[-1.0672, -0.4023, -0.8561], [4.9210, -2.6857, 3.7356], [4.8956, -2.3624, 2.1614], [3.6671, -1.9662, 1.8730], [3.1885, -1.5840, 0.5597], [4.0042, -1.5946, -0.5747], [3.4669, -1.2420, -1.7899], [2.1237, -0.8859, -1.8400], [1.3298, -0.8594, -0.7717], [1.8491, -1.2039, 0.4289], [0.9546, -1.1881, 1.5989], [-0.3275, -0.8149, 1.4011], [-1.1689, -0.8164, 2.4292], [-0.7884, -1.1838, 3.7185], [0.5156, -1.5603, 3.9347], [1.4123, -1.5677, 2.8625], [2.8009, -1.9633, 2.9951], [3.3966, -2.3424, 4.1133], [5.0404, -1.8908, -0.4736], [4.0606, -1.2453, -2.6925], [1.6725, -0.6252, -2.7920], [-2.1902, -0.5166, 2.2234], [-1.5135, -1.1702, 4.5191], [0.8672, -1.8616, 4.9131], [-4.2904, 4.3123, -2.8203], [-2.5936, 3.8932, -2.3208], [-1.5507, 4.8461, -2.3771], [-0.3096, 4.4262, -1.9825], [-0.1378, 3.0929, -1.5547], [-1.1199, 2.1758, -1.5068], [-2.3310, 2.5547, -1.8746], [-1.7354, 5.8570, -2.7158], [0.5356, 5.1006, -1.9952], [0.8420, 2.7550, -1.2373], [-3.1393, 1.8340, -1.8328], [-3.1730, 0.1912, -0.1910], [-4.0705, -1.1318, -1.3745], [-2.6410, -0.4297, -2.5554], [-5.1428, -1.6716, 0.0208], [-4.5799, -2.3644, -2.6385], [-5.1241, 0.2854, -1.9664], [-2.5493, -2.1939, -0.7543]]}

***

6.
{"formula": "C19H62O19", "method": "the ωB97M-V functional and the def2-TZVPD basis", "homo_energy_ev": -9.897, "homo_lumo_gap_ha": 0.3675, "smiles": "OCCO.OCCO.OCCO.OCCO.OCCO.OCCO.OCCO.CO.CO.CO.CO.CO", "lumo_ev": 0.1, "total_energy_ev": -59601.18162, "relative_energy_kj_mol": 526.2, "species": ["O", "C", "C", "O", "H", "H", "H", "H", "H", "H", "O", "C", "C", "O", "H", "H", "H", "H", "H", "H", "O", "C", "C", "O", "H", "H", "H", "H", "H", "H", "O", "C", "C", "O", "H", "H", "H", "H", "H", "H", "O", "C", "C", "O", "H", "H", "H", "H", "H", "H", "O", "C", "C", "O", "H", "H", "H", "H", "H", "H", "O", "C", "C", "O", "H", "H", "H", "H", "H", "H", "C", "O", "H", "H", "H", "H", "C", "O", "H", "H", "H", "H", "C", "O", "H", "H", "H", "H", "C", "O", "H", "H", "H", "H", "C", "O", "H", "H", "H", "H"], "positions_angstrom": [[3.3639, 1.3648, -5.7184], [2.3407, 1.6715, -4.8020], [0.9930, 0.9371, -5.1316], [1.1596, -0.4943, -5.1002], [3.7172, 0.5034, -5.4841], [2.6299, 1.3708, -3.7950], [2.1968, 2.7485, -4.8886], [0.6409, 1.1105, -6.1485], [0.1932, 1.2122, -4.4441], [1.7157, -0.8017, -5.8198], [-2.3328, 1.7369, 4.5056], [-0.9856, 1.3462, 4.6912], [-0.6544, 1.1848, 6.1780], [-1.2746, 0.0157, 6.7971], [-2.2955, 2.6772, 4.3157], [-0.7221, 0.3649, 4.2965], [-0.3574, 2.0912, 4.2029], [-1.0461, 2.0317, 6.7414], [0.4172, 1.2256, 6.3728], [-0.5466, -0.5349, 7.0944], [4.9443, -2.6403, 0.6893], [4.4162, -3.7856, 1.2984], [5.3893, -4.9864, 1.4086], [6.1904, -4.7752, 2.5145], [4.2163, -2.0923, 0.3874], [3.8011, -3.5513, 2.1672], [3.6007, -4.0235, 0.6154], [6.0911, -5.0511, 0.5771], [4.8679, -5.9433, 1.4312], [6.9863, -5.3010, 2.4061], [8.7567, 3.5738, -2.1201], [7.5019, 2.8980, -1.9183], [7.1612, 2.9066, -0.3591], [6.9526, 4.1877, 0.1879], [9.3010, 3.0629, -2.7236], [6.7004, 3.4732, -2.3819], [7.6027, 1.8839, -2.3052], [8.0125, 2.3504, 0.0332], [6.2290, 2.3794, -0.1559], [7.5871, 4.3315, 0.8938], [0.5325, 4.4487, -0.9089], [0.6660, 5.7133, -0.2529], [2.1915, 5.9102, -0.1019], [2.6067, 7.1014, 0.4050], [-0.3977, 4.2752, -1.0712], [0.1976, 6.5494, -0.7722], [0.2040, 5.6203, 0.7299], [2.6134, 6.1082, -1.0872], [2.8106, 5.0480, 0.1458], [3.4597, 7.2729, -0.0006], [-4.3483, 3.6727, -1.7866], [-5.0858, 3.0000, -0.7453], [-6.6424, 3.2788, -0.8338], [-7.1780, 2.7995, -2.0215], [-4.7176, 3.4096, -2.6328], [-5.0438, 1.9162, -0.8534], [-4.6862, 3.2097, 0.2469], [-6.8599, 4.3405, -0.7173], [-7.1728, 2.8815, 0.0316], [-6.9315, 1.8756, -2.1068], [-7.5483, -1.6923, -1.6935], [-7.2918, -2.8193, -0.9104], [-6.2690, -2.5764, 0.2122], [-4.9457, -2.5147, -0.3509], [-8.1299, -1.9411, -2.4156], [-8.2414, -3.0599, -0.4323], [-6.9955, -3.6580, -1.5403], [-6.2670, -3.4152, 0.9082], [-6.5081, -1.7517, 0.8836], [-4.8647, -2.6500, -1.2979], [-3.4311, -7.3005, -0.8739], [-2.4924, -6.2040, -0.8660], [-3.2703, -7.8969, 0.0242], [-4.4573, -6.9532, -0.9937], [-3.1885, -7.8987, -1.7521], [-2.8710, -5.4773, -0.3658], [4.2028, 2.6791, 4.4787], [4.5891, 1.6246, 5.3331], [5.0837, 3.2448, 4.1750], [3.7363, 2.3400, 3.5538], [3.5096, 3.3657, 4.9646], [5.1790, 1.0341, 4.8589], [-0.0155, -0.6202, -0.0999], [1.2402, 0.0331, -0.0114], [-0.3370, -0.8308, -1.1199], [-0.0013, -1.6127, 0.3504], [-0.7543, 0.0633, 0.3186], [1.1880, 0.9900, 0.0445], [-3.9252, -3.1758, -5.5102], [-3.2292, -2.5479, -4.4310], [-4.0453, -4.2262, -5.2451], [-4.8574, -2.6260, -5.6396], [-3.3283, -3.1874, -6.4223], [-2.2937, -2.4471, -4.6212], [-1.5190, -4.2180, 3.8322], [-2.5772, -4.8566, 4.4231], [-1.9026, -3.2453, 3.5247], [-0.6834, -3.9679, 4.4859], [-1.1724, -4.8631, 3.0248], [-2.9947, -4.2319, 5.0206]]}